Model w:
Formula: C5H7N
Source: the OMol25 dataset
Level of theory: ωB97M-V/def2-TZVPD

ORCA input file:
```
! RIJCOSX wB97M-V def2-TZVPD def2/J DEFGRID3
* xyz 0 1
C 1.140 1.615 -0.246
N 0.682 0.378 -0.224
C 0.647 -0.418 0.982
C -0.449 -1.167 0.947
C -1.167 -0.872 -0.347
C -0.072 -0.249 -1.164
H 1.705 1.999 0.588
H -1.869 -0.050 -0.091
H 0.773 2.241 -1.048
H 1.415 -0.286 1.734
H -0.800 -1.831 1.726
H -1.747 -1.683 -0.788
H -0.257 0.323 -2.069
*
```

For the LUMO energy (alpha / beta), the calculation gives 0.937 / 0.936 eV. The HOMO energy (alpha / beta) comes out at -6.67 / -6.67 eV. For the gap between HOMO and LUMO (alpha / beta), the calculation gives 7.610 / 7.609 eV.

---

Model x:
Formula: C5H7N
Source: the OMol25 dataset
Level of theory: ωB97M-V/def2-TZVPD

ORCA input file:
```
! RIJCOSX wB97M-V def2-TZVPD def2/J DEFGRID3
* xyz 0 1
C 0.180 -1.558 -0.541
C -0.726 -0.424 -0.068
C -0.280 0.434 1.109
C -0.314 1.007 -0.299
C 0.976 1.624 -0.471
N 1.922 2.259 -0.228
H 0.066 -1.738 -1.619
H -0.054 -2.497 -0.030
H 1.242 -1.339 -0.371
H -1.784 -0.606 -0.283
H 0.704 0.102 1.439
H -0.771 1.062 1.826
H -1.162 1.673 -0.464
*
```

The SMILES is C[C@H]1C[C@H]1C#N. For the LUMO energy, the calculation gives 0.905 eV. The HOMO energy comes out at -10.13 eV. For the gap between HOMO and LUMO, the calculation gives 11.035 eV.

---

Model y:
Formula: C5H7N
Source: the OMol25 dataset
Level of theory: ωB97M-V/def2-TZVPD

ORCA input file:
```
! RIJCOSX wB97M-V def2-TZVPD def2/J DEFGRID3
* xyz 0 1
C 1.081 1.969 -0.453
C -1.414 -0.728 -0.710
C 0.514 -1.784 1.244
C -0.043 1.220 -0.350
C -0.314 -0.152 -0.187
N 0.896 -0.832 0.550
H 0.900 3.015 -0.649
H 2.090 1.903 -0.399
H -1.596 -1.795 -0.434
H -2.046 -0.160 -1.377
H 1.329 -2.317 1.767
H -0.465 -2.144 1.317
H -0.931 1.805 -0.320
*
```

The SMILES is C=CC(=C)N=C. For the LUMO energy, the calculation gives 0.606 eV. The HOMO energy comes out at -8.90 eV. For the gap between HOMO and LUMO, the calculation gives 9.511 eV.

---

Which of them is most stable, and which least? Most stable: model x; least stable: model w.

---

Model w:
Formula: C5H7N
Source: the OMol25 dataset
Level of theory: ωB97M-V/def2-TZVPD

ORCA input file:
```
! RIJCOSX wB97M-V def2-TZVPD def2/J DEFGRID3
* xyz 0 1
C 0.233 -0.946 0.198
C 0.776 -2.149 0.297
C 0.158 0.854 1.224
C -0.042 0.493 -0.158
C -0.651 1.114 -1.420
N -0.789 -0.282 0.904
H 1.541 -2.609 -0.320
H 0.430 -2.797 1.080
H 1.044 0.407 1.607
H -0.228 1.776 1.427
H -1.551 1.766 -1.104
H -0.990 0.387 -2.101
H 0.067 1.985 -1.634
*
```

The SMILES is C=C1N2C[C@@]12C. For the LUMO energy, the calculation gives 1.067 eV. The HOMO energy comes out at -9.19 eV. For the gap between HOMO and LUMO, the calculation gives 10.259 eV.

---

Model x:
Formula: C5H7N
Source: the OMol25 dataset
Level of theory: ωB97M-V/def2-TZVPD

ORCA input file:
```
! RIJCOSX wB97M-V def2-TZVPD def2/J DEFGRID3
* xyz 0 1
C 0.876 -0.891 -0.035
C 0.891 0.651 0.050
C -0.127 1.190 -0.872
C -1.028 -0.048 -0.923
N -0.584 -0.835 0.257
C -0.301 0.412 1.060
H 1.423 -1.395 0.768
H 1.135 -1.353 -0.997
H 1.774 1.237 0.307
H -1.105 1.160 1.005
H -2.103 0.147 -0.844
H -0.842 -0.559 -1.878
H -0.010 0.284 2.103
*
```

For the LUMO energy, the calculation gives 0.432 eV. The HOMO energy comes out at -8.69 eV. For the gap between HOMO and LUMO, the calculation gives 9.119 eV.

---

Which of them is most stable, and which least? Most stable: model w; least stable: model x.

---

Model w:
Formula: C3H3O4
Source: the OMol25 dataset
Level of theory: ωB97M-V/def2-TZVPD

ORCA input file:
```
! RIJCOSX wB97M-V def2-TZVPD def2/J DEFGRID3
* xyz -1 1
C 1.352 -1.179 -0.064
C -0.402 0.120 -0.658
C -1.431 -0.655 -0.201
O -1.736 -1.791 -0.551
O -2.209 0.067 0.698
O 2.078 -0.713 0.780
O -0.136 1.298 0.162
H 1.261 -2.182 -0.318
H 0.723 1.103 0.592
H -1.592 0.788 0.833
*
```

For the LUMO energy, the calculation gives 4.017 eV. The HOMO energy comes out at -2.85 eV. For the gap between HOMO and LUMO, the calculation gives 6.868 eV.

---

Model x:
Formula: C3H3O4
Source: the OMol25 dataset
Level of theory: ωB97M-V/def2-TZVPD

ORCA input file:
```
! RIJCOSX wB97M-V def2-TZVPD def2/J DEFGRID3
* xyz -1 1
C 4.108 0.759 0.038
C 3.583 -0.846 0.001
C -0.500 0.101 0.020
O 4.477 1.057 1.148
O 4.134 1.062 -1.111
O 4.539 -1.692 0.355
O 3.972 -1.679 -1.020
H 0.628 0.185 0.338
H -0.806 0.149 -0.992
H -1.340 -0.082 0.672
*
```

For the LUMO energy (alpha / beta), the calculation gives 3.913 / 3.036 eV. The HOMO energy (alpha / beta) comes out at -5.04 / -2.69 eV. For the gap between HOMO and LUMO (alpha / beta), the calculation gives 8.949 / 5.723 eV.

---

Model y:
Formula: C3H3O4
Source: the OMol25 dataset
Level of theory: ωB97M-V/def2-TZVPD

ORCA input file:
```
! RIJCOSX wB97M-V def2-TZVPD def2/J DEFGRID3
* xyz -1 1
C 0.909 0.109 -0.984
C -0.036 -0.123 -0.136
C -0.150 0.265 2.168
O 0.788 0.885 2.470
O -1.226 -0.146 2.382
O 0.964 0.076 -2.472
O -1.293 -0.784 -0.434
H 1.782 0.428 -0.587
H 0.013 -0.131 -2.842
H -1.751 -0.580 0.435
*
```

For the LUMO energy, the calculation gives 4.002 eV. The HOMO energy comes out at -3.11 eV. For the gap between HOMO and LUMO, the calculation gives 7.109 eV.

---

Model z:
Formula: C3H3O4
Source: the OMol25 dataset
Level of theory: ωB97M-V/def2-TZVPD

ORCA input file:
```
! RIJCOSX wB97M-V def2-TZVPD def2/J DEFGRID3
* xyz -1 1
C -1.371 0.224 0.130
C 1.291 0.597 0.083
C 0.117 -0.263 -0.013
O -2.136 -0.760 0.044
O -1.598 1.407 0.345
O 0.939 0.480 -1.268
O 0.180 -1.602 -0.031
H 1.124 1.588 0.511
H 2.252 0.151 0.350
H -0.797 -1.823 -0.152
*
```

The SMILES is O=C([O-])[C@]1(O)CO1. For the LUMO energy, the calculation gives 4.222 eV. The HOMO energy comes out at -4.88 eV. For the gap between HOMO and LUMO, the calculation gives 9.104 eV.

---

Which of them is most stable, and which least? Most stable: model z; least stable: model x.